[1]
ORCA calculation (ωB97M-V with the def2-TZVPD basis set) on C30H28BBr4Cl2F4N3O3SeSi2W as an isolated structure at a distorted geometry.

The HOMO-LUMO gap comes out at 6.562 eV. The value obtained for the HOMO energy is -8.26 eV. The maximum force is 4.6 eV Å⁻¹. Its multiplicity is 1.

Element x y z (Å)
W (0.714, -0.371, -0.273)
C (2.069, -1.955, 3.112)
Si (0.552, -1.185, 2.158)
C (-0.823, -2.507, 2.623)
C (0.156, 0.358, 3.265)
C (-0.136, 0.201, 4.616)
C (-0.213, 1.287, 5.468)
C (-0.012, 2.563, 4.970)
C (0.221, 2.739, 3.618)
C (0.312, 1.656, 2.748)
Si (0.729, 1.941, 0.867)
C (-0.583, 3.344, 0.414)
C (2.294, 3.074, 1.042)
H (1.850, -2.050, 4.171)
H (2.954, -1.330, 3.014)
H (2.323, -2.949, 2.748)
H (-1.163, -2.414, 3.651)
H (-0.448, -3.523, 2.508)
H (-1.705, -2.412, 1.988)
H (-0.284, -0.794, 5.012)
H (-0.405, 1.144, 6.521)
H (-0.026, 3.417, 5.632)
H (0.365, 3.737, 3.231)
H (-1.050, 3.766, 1.299)
H (-1.378, 2.972, -0.229)
H (-0.103, 4.166, -0.110)
H (2.074, 3.984, 1.590)
H (2.700, 3.366, 0.076)
H (3.076, 2.549, 1.581)
Br (-0.012, -7.258, 0.025)
C (0.684, -5.513, -0.083)
C (2.045, -5.288, 0.095)
Br (3.198, -6.726, 0.468)
C (2.562, -3.992, 0.014)
Br (4.398, -3.630, 0.268)
C (1.704, -2.932, -0.238)
O (2.052, -1.659, -0.329)
C (0.320, -3.157, -0.412)
O (-0.389, -2.062, -0.633)
C (-0.182, -4.448, -0.332)
Br (-2.036, -4.690, -0.533)
Cl (-0.895, 3.245, -2.980)
C (-0.144, 1.886, -3.721)
C (0.224, 1.958, -5.067)
C (0.803, 0.882, -5.691)
Cl (1.219, 0.992, -7.359)
C (1.051, -0.317, -4.984)
C (1.563, -1.505, -5.540)
C (1.760, -2.589, -4.724)
C (1.508, -2.473, -3.351)
N (1.015, -1.390, -2.792)
C (0.737, -0.343, -3.601)
C (0.108, 0.757, -2.954)
O (-0.209, 0.642, -1.680)
H (0.050, 2.876, -5.607)
H (1.793, -1.540, -6.594)
H (2.109, -3.532, -5.117)
H (1.729, -3.303, -2.694)
F (4.291, -0.536, -1.377)
B (3.701, 0.511, -0.796)
F (2.353, 0.690, -1.474)
F (3.231, 0.226, 0.510)
F (4.358, 1.666, -0.878)
C (-3.185, 1.810, 2.580)
N (-3.666, 1.963, 1.236)
C (-4.623, 2.843, 0.824)
C (-4.816, 2.644, -0.505)
N (-3.971, 1.648, -0.893)
C (-3.866, 1.094, -2.213)
C (-3.260, 1.234, 0.177)
Se (-2.065, -0.249, 0.197)
H (-3.922, 2.210, 3.271)
H (-2.236, 2.330, 2.718)
H (-3.023, 0.753, 2.784)
H (-5.111, 3.526, 1.489)
H (-5.493, 3.119, -1.185)
H (-4.723, 1.418, -2.799)
H (-3.847, 0.005, -2.139)
H (-2.947, 1.435, -2.695)



[2]
ORCA calculation (ωB97M-V with the def2-TZVPD basis set) on C30H28BCrN7O4S as an isolated structure at a distorted geometry.

The HOMO-LUMO gap (alpha / beta) comes out at 6.440 / 6.607 eV. As for the expectation value of S²: 3.786. The value obtained for the HOMO energy (alpha / beta) is -10.18 / -10.38 eV. The maximum force is 1.2 eV Å⁻¹. Its multiplicity is 4. As for the charge: +1.

Element x y z (Å)
Cr (-0.925, -0.138, -0.135)
C (-1.767, -1.749, 3.654)
C (-2.094, -1.548, 2.317)
N (-1.255, -0.661, 1.778)
N (-0.381, -0.284, 2.737)
C (-0.674, -0.927, 3.872)
B (0.776, 0.697, 2.391)
N (0.154, 1.925, 1.685)
C (0.269, 3.233, 1.932)
C (-0.480, 3.929, 1.000)
C (-1.044, 2.943, 0.196)
N (-0.656, 1.738, 0.617)
N (1.672, -0.025, 1.348)
C (2.971, -0.339, 1.340)
C (3.251, -1.033, 0.175)
C (2.031, -1.107, -0.489)
N (1.084, -0.495, 0.226)
H (-2.261, -2.388, 4.364)
H (-2.896, -1.963, 1.727)
H (-0.091, -0.753, 4.762)
H (1.394, 1.011, 3.367)
H (0.878, 3.584, 2.749)
H (-0.609, 4.994, 0.925)
H (-1.717, 3.031, -0.641)
H (3.609, -0.046, 2.157)
H (4.200, -1.428, -0.139)
H (1.778, -1.573, -1.427)
O (-6.241, 4.453, 3.574)
C (-6.636, 3.988, 2.367)
O (-7.711, 4.294, 1.938)
C (-5.682, 3.106, 1.619)
C (-4.542, 2.537, 2.173)
C (-3.713, 1.724, 1.415)
C (-4.015, 1.460, 0.080)
S (-3.045, 0.409, -0.962)
C (-5.161, 2.031, -0.474)
C (-5.983, 2.838, 0.289)
H (-5.334, 4.186, 3.763)
H (-4.283, 2.687, 3.216)
H (-2.831, 1.291, 1.864)
H (-5.407, 1.829, -1.509)
H (-6.876, 3.280, -0.133)
C (-2.550, 2.064, -8.481)
O (-2.044, 1.268, -7.406)
C (-1.570, 0.035, -7.702)
C (-1.511, -0.525, -8.971)
C (-0.990, -1.803, -9.126)
C (-0.504, -2.517, -8.038)
C (-0.549, -1.955, -6.774)
C (-1.101, -0.699, -6.612)
N (-1.146, -0.027, -5.346)
C (-1.332, -0.481, -4.142)
C (-1.809, -1.748, -3.706)
C (-2.626, -2.594, -4.496)
C (-3.169, -3.726, -3.960)
C (-2.882, -4.062, -2.622)
C (-2.105, -3.254, -1.832)
C (-1.576, -2.066, -2.351)
O (-0.848, -1.268, -1.590)
H (-1.758, 2.299, -9.192)
H (-2.919, 2.978, -8.027)
H (-3.368, 1.551, -8.986)
H (-1.859, 0.026, -9.832)
H (-0.958, -2.240, -10.115)
H (-0.081, -3.502, -8.174)
H (-0.152, -2.487, -5.919)
H (-1.021, 0.976, -5.428)
H (-1.120, 0.246, -3.366)
H (-2.861, -2.312, -5.513)
H (-3.822, -4.352, -4.550)
H (-3.294, -4.972, -2.206)
H (-1.886, -3.504, -0.802)



[3]
ORCA calculation (ωB97M-V with the def2-TZVPD basis set) on C30H28BrCeN5O5 as an isolated structure at a distorted geometry.

The HOMO-LUMO gap (alpha / beta) comes out at 6.696 / 6.709 eV. As for the expectation value of S²: 0.751. The value obtained for the HOMO energy (alpha / beta) is -10.93 / -10.93 eV. The maximum force is 1.4 eV Å⁻¹. Its multiplicity is 2. As for the charge: +1.

Element x y z (Å)
Ce (-0.038, -1.699, -1.922)
O (-4.731, -1.739, -1.850)
C (-4.921, -0.417, -1.739)
C (-6.236, 0.017, -1.565)
C (-6.518, 1.359, -1.450)
C (-5.496, 2.311, -1.509)
C (-4.198, 1.901, -1.672)
C (-3.876, 0.534, -1.782)
C (-2.483, 0.131, -1.910)
O (-2.166, -1.117, -2.127)
N (-1.566, 1.094, -1.740)
N (-0.303, 0.662, -1.941)
C (0.703, 1.433, -1.713)
C (2.034, 0.903, -1.997)
C (3.185, 1.660, -1.809)
C (4.415, 1.114, -2.131)
C (4.467, -0.166, -2.662)
C (3.283, -0.862, -2.817)
N (2.092, -0.363, -2.474)
H (-3.795, -1.909, -2.021)
H (-7.022, -0.726, -1.533)
H (-7.544, 1.677, -1.322)
H (-5.734, 3.363, -1.431)
H (-3.391, 2.616, -1.733)
H (0.579, 2.458, -1.375)
H (3.102, 2.668, -1.425)
H (5.324, 1.681, -1.978)
H (5.407, -0.617, -2.946)
H (3.277, -1.867, -3.221)
C (-2.756, 3.613, 3.744)
C (-1.236, 3.513, 3.804)
N (-0.694, 2.491, 2.897)
C (0.062, 2.964, 1.749)
C (-0.802, 3.720, 0.743)
C (-0.810, 1.213, 3.316)
O (-1.288, 0.914, 4.399)
C (-0.290, 0.052, 2.492)
C (0.407, -0.923, 3.205)
C (0.717, -2.121, 2.593)
C (0.318, -2.321, 1.287)
N (-0.320, -1.385, 0.564)
C (-0.639, -0.229, 1.181)
H (-3.102, 4.390, 4.427)
H (-3.201, 2.668, 4.050)
H (-3.104, 3.855, 2.739)
H (-0.941, 3.251, 4.820)
H (-0.770, 4.464, 3.546)
H (0.559, 2.117, 1.278)
H (0.847, 3.631, 2.118)
H (-1.460, 3.048, 0.192)
H (-0.172, 4.251, 0.027)
H (-1.412, 4.464, 1.252)
H (0.657, -0.738, 4.241)
H (1.240, -2.904, 3.124)
H (0.492, -3.274, 0.801)
H (-1.231, 0.472, 0.604)
Br (6.883, -3.298, 1.038)
C (5.242, -3.712, 0.187)
C (4.249, -2.747, 0.138)
C (3.059, -3.036, -0.507)
C (2.850, -4.283, -1.092)
C (3.852, -5.244, -1.010)
C (5.052, -4.964, -0.378)
C (1.577, -4.642, -1.831)
O (1.379, -5.765, -2.210)
O (0.744, -3.630, -2.014)
H (4.409, -1.782, 0.602)
H (2.288, -2.269, -0.537)
H (3.667, -6.212, -1.456)
H (5.832, -5.711, -0.328)



[4]
ORCA calculation (ωB97M-V with the def2-TZVPD basis set) on C30H28BrCl3N4O5Se2V as an isolated structure at a distorted geometry.

The HOMO-LUMO gap (alpha / beta) comes out at 7.352 / 7.285 eV. As for the expectation value of S²: 3.756. The value obtained for the HOMO energy (alpha / beta) is -7.78 / -7.80 eV. The maximum force is 1.2 eV Å⁻¹. Its multiplicity is 4.

Element x y z (Å)
V (-0.169, -0.607, 0.419)
Se (2.247, -0.352, 1.540)
Se (1.717, 1.372, 2.991)
C (-0.133, 0.959, 3.258)
C (-0.649, 1.264, 4.516)
C (-1.985, 1.035, 4.755)
C (-2.774, 0.505, 3.742)
C (-2.182, 0.239, 2.528)
N (-0.878, 0.451, 2.272)
C (2.903, 0.697, 0.048)
C (3.204, 0.000, -1.110)
C (3.739, 0.734, -2.158)
C (3.924, 2.099, -2.004)
C (3.572, 2.683, -0.796)
N (3.079, 1.990, 0.230)
H (0.003, 1.652, 5.288)
H (-2.409, 1.255, 5.726)
H (-3.826, 0.312, 3.888)
H (-2.745, -0.145, 1.691)
H (3.007, -1.063, -1.186)
H (3.996, 0.252, -3.092)
H (4.319, 2.701, -2.810)
H (3.682, 3.750, -0.637)
C (0.718, -1.358, -3.468)
O (0.333, -0.371, -2.529)
C (0.634, 0.927, -2.814)
C (1.159, 1.366, -4.008)
C (1.459, 2.722, -4.133)
Br (2.211, 3.333, -5.765)
C (1.248, 3.612, -3.111)
C (0.693, 3.163, -1.904)
C (0.357, 1.817, -1.753)
O (-0.172, 1.321, -0.623)
C (0.566, 4.116, -0.794)
N (1.024, 5.345, -0.820)
C (0.763, 5.849, 0.438)
C (1.047, 7.102, 0.982)
C (0.670, 7.342, 2.288)
C (0.017, 6.364, 3.057)
C (-0.275, 5.118, 2.536)
C (0.110, 4.882, 1.221)
N (-0.015, 3.793, 0.399)
H (0.110, -1.291, -4.376)
H (0.558, -2.314, -2.975)
H (1.773, -1.259, -3.738)
H (1.339, 0.689, -4.830)
H (1.509, 4.658, -3.197)
H (-1.278, 0.709, -0.730)
H (1.549, 7.856, 0.390)
H (0.877, 8.306, 2.736)
H (-0.265, 6.594, 4.076)
H (-0.786, 4.362, 3.122)
H (-0.406, 2.883, 0.587)
C (-2.453, -2.086, -1.630)
C (-2.895, -0.664, -1.314)
C (-4.254, -0.672, -0.618)
C (-2.983, 0.178, -2.581)
O (-1.961, -0.077, -0.392)
H (-3.173, -2.574, -2.289)
H (-2.377, -2.665, -0.707)
H (-1.479, -2.079, -2.117)
H (-5.023, -1.079, -1.276)
H (-4.532, 0.344, -0.335)
H (-4.215, -1.289, 0.283)
H (-3.755, -0.228, -3.235)
H (-2.039, 0.176, -3.121)
H (-3.252, 1.208, -2.338)
Cl (0.725, -5.214, -1.163)
C (0.721, -4.496, 0.452)
Cl (2.374, -4.471, 1.111)
Cl (-0.332, -5.423, 1.513)
C (0.291, -3.013, 0.372)
O (0.731, -2.332, -0.584)
O (-0.411, -2.535, 1.289)



[5]
ORCA calculation (ωB97M-V with the def2-TZVPD basis set) on C30H28BrF14LaN2O4 as an isolated structure at a distorted geometry.

The HOMO-LUMO gap comes out at 5.683 eV. The value obtained for the HOMO energy is -1.60 eV. The maximum force is 4.8 eV Å⁻¹. Its multiplicity is 1. As for the charge: -2.

Element x y z (Å)
La (-0.471, 0.266, 0.571)
Br (-6.566, -2.961, 2.728)
C (-5.010, -2.077, 2.011)
C (-4.980, -0.699, 1.959)
C (-3.836, -0.078, 1.460)
C (-2.702, -0.769, 1.000)
C (-2.831, -2.170, 1.061)
C (-3.948, -2.835, 1.563)
H (-5.826, -0.119, 2.309)
H (-3.847, 1.012, 1.443)
H (-2.027, -2.811, 0.704)
H (-3.980, -3.917, 1.607)
F (4.663, -0.396, 1.451)
C (3.369, -0.493, 1.061)
F (2.632, -0.367, 2.159)
F (3.216, -1.750, 0.615)
C (2.965, 0.612, -0.012)
O (1.716, 1.058, 0.113)
C (3.195, -0.032, -1.431)
F (4.312, -0.792, -1.524)
F (2.149, -0.798, -1.753)
F (3.314, 0.911, -2.386)
C (3.981, 1.789, 0.148)
F (4.082, 2.177, 1.429)
F (3.570, 2.851, -0.560)
F (5.235, 1.489, -0.283)
F (-1.242, 1.663, 3.338)
C (-0.816, 2.215, 2.118)
F (-1.719, 3.270, 1.918)
C (0.502, 2.897, 2.457)
F (0.467, 3.855, 3.424)
F (1.385, 1.979, 2.881)
F (1.027, 3.508, 1.374)
O (0.025, -3.000, 2.595)
N (0.086, -1.920, 2.028)
O (-0.161, -0.847, 2.620)
O (0.403, -1.850, 0.804)
C (-1.313, -4.056, -2.157)
C (-1.812, -2.726, -2.665)
C (-2.776, -2.675, -3.675)
C (-3.248, -1.437, -4.088)
C (-4.292, -1.350, -5.177)
C (-2.771, -0.263, -3.521)
C (-1.774, -0.256, -2.509)
C (-1.329, -1.557, -2.124)
N (-1.248, 0.798, -1.835)
C (-1.051, 2.138, -2.390)
C (-1.896, 2.604, -3.596)
C (-1.519, 4.031, -4.021)
C (-1.762, 5.003, -2.866)
C (-0.900, 4.579, -1.677)
C (0.582, 4.611, -2.063)
C (0.817, 3.659, -3.239)
C (-0.045, 4.087, -4.428)
C (0.432, 2.240, -2.818)
C (-1.282, 3.158, -1.258)
H (-1.022, -4.710, -2.983)
H (-2.102, -4.561, -1.593)
H (-0.457, -3.924, -1.495)
H (-3.158, -3.589, -4.122)
H (-4.796, -2.308, -5.319)
H (-3.831, -1.062, -6.126)
H (-5.044, -0.594, -4.938)
H (-3.242, 0.653, -3.841)
H (-0.541, -1.622, -1.382)
H (-2.958, 2.586, -3.332)
H (-1.736, 1.935, -4.443)
H (-2.143, 4.316, -4.877)
H (-2.819, 4.990, -2.580)
H (-1.512, 6.025, -3.177)
H (-1.074, 5.258, -0.835)
H (1.184, 4.290, -1.208)
H (0.890, 5.629, -2.332)
H (1.875, 3.682, -3.524)
H (0.129, 3.418, -5.278)
H (0.218, 5.104, -4.744)
H (1.043, 1.932, -1.971)
H (0.613, 1.535, -3.637)
H (-2.326, 3.116, -0.935)
H (-0.652, 2.870, -0.414)



[6]
ORCA calculation (ωB97M-V with the def2-TZVPD basis set) on C30H28Cl3IrN2O2S2 as an isolated structure.

The HOMO-LUMO gap (alpha / beta) comes out at 6.676 / 7.572 eV. As for the expectation value of S²: 0.792. The value obtained for the HOMO energy (alpha / beta) is -9.59 / -11.13 eV. The maximum force is 0.6 eV Å⁻¹. Its multiplicity is 2. As for the charge: +1.

Element x y z (Å)
Ir (0.084, -1.714, 0.839)
C (-1.918, -2.195, 1.422)
C (-1.358, -3.404, 0.827)
C (-0.246, -3.788, 1.599)
C (-0.126, -2.862, 2.724)
C (-1.183, -1.926, 2.642)
C (-1.553, -0.864, 3.623)
C (0.893, -2.982, 3.809)
C (0.597, -5.001, 1.374)
C (-1.881, -4.145, -0.361)
C (-3.230, -1.556, 1.094)
H (-1.838, 0.058, 3.118)
H (-0.736, -0.631, 4.298)
H (-2.407, -1.205, 4.213)
H (1.906, -3.012, 3.406)
H (0.734, -3.910, 4.361)
H (0.828, -2.152, 4.508)
H (1.590, -4.882, 1.804)
H (0.708, -5.212, 0.311)
H (0.134, -5.872, 1.843)
H (-1.150, -4.174, -1.169)
H (-2.788, -3.688, -0.752)
H (-2.116, -5.172, -0.080)
H (-3.951, -1.784, 1.882)
H (-3.639, -1.918, 0.152)
H (-3.161, -0.468, 1.053)
Cl (6.811, 0.596, 3.258)
C (5.100, 0.530, 3.032)
C (4.565, -0.404, 2.164)
C (3.191, -0.443, 2.002)
Cl (2.591, -1.696, 0.923)
C (2.329, 0.431, 2.659)
O (0.982, 0.404, 2.545)
C (2.913, 1.356, 3.530)
Cl (1.888, 2.453, 4.377)
C (4.280, 1.408, 3.724)
H (5.204, -1.094, 1.632)
H (4.701, 2.136, 4.402)
S (0.353, -1.496, -1.513)
C (-0.800, -0.385, -2.106)
N (-1.740, 0.144, -1.289)
C (-2.699, 0.993, -1.726)
C (-2.732, 1.325, -3.040)
C (-1.722, 0.765, -3.845)
N (-0.792, -0.056, -3.406)
H (-1.642, -0.093, -0.303)
H (-3.387, 1.371, -0.984)
H (-3.454, 2.018, -3.439)
H (-1.675, 1.016, -4.897)
C (-0.424, 4.187, -6.605)
C (-0.826, 4.196, -5.163)
O (-1.768, 3.607, -4.710)
S (0.289, 5.171, -4.100)
C (0.354, 4.064, -2.718)
C (-0.627, 4.099, -1.725)
C (-0.580, 3.216, -0.671)
C (0.463, 2.261, -0.578)
C (1.473, 2.269, -1.572)
C (1.408, 3.154, -2.623)
C (0.507, 1.340, 0.452)
C (0.473, 0.289, 1.200)
H (-1.227, 3.791, -7.220)
H (0.466, 3.563, -6.699)
H (-0.144, 5.190, -6.933)
H (-1.424, 4.827, -1.795)
H (-1.329, 3.254, 0.109)
H (2.281, 1.553, -1.504)
H (2.175, 3.148, -3.386)